1.
{"formula": "C26H37N5O5", "method": "the ωB97M-V functional and the def2-TZVPD basis", "smiles": "CCOc1cc(C(=O)N[C@@H](C)C(=O)N2CCC3(CC2)NCCc2[nH]cnc23)cc(OCC)c1OCC", "homo_ev": -8.1, "orbital_gap_ha": 0.31953, "largest_force_ev_per_a": 0.73, "e_lumo_ev": 0.633, "symbols": ["C", "C", "O", "C", "C", "C", "C", "O", "N", "C", "C", "C", "O", "N", "C", "C", "C", "C", "C", "N", "C", "C", "C", "N", "C", "N", "C", "C", "C", "O", "C", "C", "C", "O", "C", "C", "H", "H", "H", "H", "H", "H", "H", "H", "H", "H", "H", "H", "H", "H", "H", "H", "H", "H", "H", "H", "H", "H", "H", "H", "H", "H", "H", "H", "H", "H", "H", "H", "H", "H", "H", "H", "H"], "xyz": [[3.28280, 3.73467, -1.95896], [3.04743, 3.81875, -0.45403], [3.87643, 2.94002, 0.28178], [3.63801, 1.59385, 0.24934], [2.48731, 1.02606, -0.28263], [2.27008, -0.34160, -0.22357], [1.01224, -0.85403, -0.82877], [0.45865, -0.28898, -1.75985], [0.51449, -1.97718, -0.26801], [-0.67496, -2.65665, -0.74190], [-0.34937, -4.10893, -1.08175], [-1.74382, -2.61125, 0.36853], [-1.88548, -3.56355, 1.11938], [-2.44795, -1.47618, 0.50771], [-2.42011, -0.29058, -0.31712], [-3.72278, -0.18209, -1.10963], [-4.94664, -0.15240, -0.18110], [-4.86902, -1.36448, 0.76804], [-3.52068, -1.42316, 1.48097], [-6.14585, -0.29043, -1.02082], [-7.39140, 0.10968, -0.40052], [-7.44059, 1.60587, -0.02324], [-6.15241, 1.90104, 0.65163], [-5.84378, 2.96543, 1.45649], [-4.55763, 2.78718, 1.85279], [-4.04027, 1.69884, 1.35906], [-5.02235, 1.12964, 0.59838], [3.22354, -1.17734, 0.34756], [4.39424, -0.63627, 0.85505], [5.40561, -1.34412, 1.42660], [5.36062, -2.75460, 1.43878], [5.70969, -3.36965, 0.08531], [4.61413, 0.75684, 0.81465], [5.77484, 1.17286, 1.39938], [6.53802, 2.20069, 0.79081], [6.93550, 1.86240, -0.64174], [2.66912, 4.47450, -2.46531], [3.02643, 2.74818, -2.33717], [4.32889, 3.93189, -2.18205], [1.99145, 3.64977, -0.21350], [3.32792, 4.81076, -0.08793], [1.71902, 1.62643, -0.74067], [0.94890, -2.36443, 0.55408], [-1.00616, -2.13207, -1.64093], [-0.09076, -4.65133, -0.17554], [-1.21837, -4.58703, -1.52493], [0.47912, -4.15220, -1.78461], [-1.56764, -0.28041, -0.99280], [-2.34633, 0.57433, 0.35019], [-3.82652, -1.04126, -1.77592], [-3.69649, 0.72592, -1.71525], [-5.66393, -1.31029, 1.51226], [-5.01525, -2.26686, 0.17256], [-3.45643, -2.31616, 2.10428], [-3.38910, -0.52785, 2.09535], [-6.01359, 0.24275, -1.87505], [-7.52470, -0.49118, 0.50163], [-8.20157, -0.13078, -1.09289], [-8.29247, 1.81197, 0.62915], [-7.55103, 2.21766, -0.92604], [-6.45835, 3.72266, 1.70576], [-4.04174, 3.47091, 2.49614], [3.06812, -2.24379, 0.34927], [4.38556, -3.11315, 1.79225], [6.11536, -3.03964, 2.17722], [6.69884, -3.04011, -0.22193], [5.70670, -4.45355, 0.16271], [4.99666, -3.06705, -0.67760], [6.00328, 3.15517, 0.82133], [7.42670, 2.26929, 1.42419], [7.60234, 2.62793, -1.02942], [6.05448, 1.80778, -1.27744], [7.44306, 0.90087, -0.67000]], "forces_ev_per_angstrom": [[0.0, -0.1, 0.4], [-0.2, 0.3, -0.4], [0.2, -0.5, 0.2], [0.2, -0.1, 0.1], [-0.2, 0.0, 0.0], [0.4, 0.4, 0.1], [-0.1, -0.1, 0.0], [0.1, 0.2, -0.2], [-0.1, -0.2, 0.2], [-0.1, -0.3, -0.2], [-0.1, 0.2, 0.1], [0.2, 0.1, -0.2], [0.1, -0.4, 0.1], [-0.2, 0.1, 0.2], [0.1, 0.3, -0.5], [0.0, 0.1, 0.3], [0.1, -0.3, -0.1], [0.2, 0.2, 0.0], [-0.2, -0.3, 0.4], [0.2, 0.0, -0.3], [-0.2, 0.2, 0.0], [0.0, -0.1, -0.1], [0.0, -0.3, -0.2], [0.0, 0.0, 0.0], [0.1, 0.2, 0.1], [0.4, 0.1, 0.2], [-0.7, 0.3, -0.1], [-0.1, -0.1, 0.0], [0.2, 0.3, 0.1], [-0.1, 0.3, -0.1], [0.0, -0.5, -0.1], [-0.1, 0.3, 0.3], [0.1, -0.1, 0.0], [-0.6, -0.1, 0.1], [0.4, 0.4, -0.3], [-0.2, 0.0, 0.4], [-0.1, 0.1, -0.1], [0.0, 0.0, -0.1], [0.1, 0.0, 0.0], [0.1, 0.0, 0.0], [-0.1, -0.1, 0.0], [0.0, 0.1, -0.1], [0.0, 0.1, 0.0], [0.0, 0.0, 0.2], [0.0, -0.1, 0.0], [-0.1, -0.1, 0.0], [0.0, 0.0, -0.1], [0.0, 0.0, 0.1], [0.1, -0.1, -0.2], [0.0, 0.0, -0.1], [0.0, 0.1, -0.1], [-0.1, 0.0, 0.0], [0.0, -0.1, 0.0], [0.0, 0.2, 0.0], [0.0, -0.1, 0.0], [0.0, 0.0, 0.0], [-0.1, 0.0, 0.0], [0.0, 0.0, 0.1], [-0.1, 0.0, 0.0], [-0.1, 0.0, 0.0], [0.1, -0.1, 0.0], [0.0, 0.2, 0.2], [0.1, -0.1, 0.0], [0.1, 0.1, 0.0], [-0.2, 0.0, -0.1], [0.1, 0.0, 0.0], [0.0, -0.1, 0.0], [0.0, 0.0, -0.1], [0.2, -0.2, 0.1], [-0.1, 0.0, -0.1], [0.1, 0.1, -0.1], [-0.1, 0.0, -0.1], [0.1, -0.1, 0.0]]}

2.
{"formula": "H10O5", "method": "the ωB97M-V functional and the def2-TZVPD basis", "smiles": "O.O.O.O.O", "homo_ev": -10.5, "orbital_gap_ha": 0.39038, "largest_force_ev_per_a": 1.51, "e_lumo_ev": 0.148, "symbols": ["O", "H", "H", "O", "H", "H", "O", "H", "H", "O", "H", "H", "O", "H", "H"], "xyz": [[-3.46602, 0.15173, -1.56912], [-3.08350, 0.62225, -2.31196], [-4.39211, -0.04515, -1.74496], [-2.83262, 1.14838, 1.01555], [-3.62475, 1.61341, 0.77583], [-2.72432, 0.43914, 0.36487], [0.02881, 1.57085, 0.86922], [-0.86360, 1.45168, 0.49628], [-0.12992, 2.09223, 1.66433], [4.53354, -2.14860, -0.52912], [3.67504, -1.73218, -0.33058], [5.12136, -1.89298, 0.17305], [2.06290, -0.90364, 0.28937], [1.77655, -0.19219, 0.85944], [1.42257, -1.18088, -0.35362]], "forces_ev_per_angstrom": [[0.1, -0.2, 0.4], [-0.3, 0.0, -0.2], [0.2, 0.1, -0.3], [0.9, -0.4, 0.4], [-0.5, 0.2, -0.4], [-0.5, 0.2, 0.0], [-0.1, -0.1, -0.2], [0.3, 0.2, 0.4], [0.0, -0.1, -0.1], [-0.5, -0.2, -0.6], [0.4, 0.0, 0.2], [0.2, 0.2, 0.4], [1.4, -0.6, 0.2], [-0.8, 0.3, -0.3], [-0.8, 0.4, 0.0]]}

3.
{"formula": "C3H5N3", "method": "the ωB97M-V functional and the def2-TZVPD basis", "homo_ev": -8.2, "orbital_gap_ha": 0.29703, "largest_force_ev_per_a": 0.52, "e_lumo_ev": -0.130, "symbols": ["N", "C", "C", "C", "N", "N", "H", "H", "H", "H", "H"], "xyz": [[-1.99240, 0.17093, -0.06683], [-0.60051, -0.08403, -0.09276], [0.19052, -1.18710, -0.28400], [1.52796, -0.59368, -0.01173], [1.44648, 0.85598, 0.24272], [0.20179, 1.03644, 0.21053], [-2.45831, -0.60758, 0.38574], [-2.37053, 0.22380, -1.00661], [1.89851, -0.99171, 0.94756], [2.32851, -0.78784, -0.73196], [-0.17203, 1.96479, 0.40734]], "forces_ev_per_angstrom": [[-0.1, -0.2, -0.1], [0.2, -0.2, 0.0], [0.0, 0.5, 0.2], [0.1, -0.1, 0.0], [-0.4, -0.1, 0.0], [0.3, 0.0, 0.0], [0.0, 0.1, 0.0], [0.0, 0.0, 0.0], [0.0, -0.1, -0.1], [-0.1, 0.0, 0.0], [0.0, -0.1, 0.0]]}

4.
{"formula": "C9H8F7NO8S", "method": "the ωB97M-V functional and the def2-TZVPD basis", "smiles": "O=C(O)C(F)(F)C(F)(F)C(F)(F)C(=O)NS(=O)(=O)F.C[C@@H]1COC(=O)O1", "homo_ev": -11.0, "orbital_gap_ha": 0.36035, "largest_force_ev_per_a": 7.63, "e_lumo_ev": -1.191, "symbols": ["O", "C", "O", "C", "F", "F", "C", "F", "F", "C", "F", "F", "C", "O", "N", "S", "O", "O", "F", "H", "H", "C", "C", "C", "O", "C", "O", "O", "H", "H", "H", "H", "H", "H"], "xyz": [[-0.33497, 2.43946, 0.16558], [-0.24047, 2.28026, -1.06753], [0.25059, 3.35914, -1.87463], [-0.63752, 0.83425, -1.68202], [-1.33796, 0.02934, -0.73729], [-1.57281, 1.09905, -2.73638], [0.59838, 0.06773, -2.35149], [0.06776, -1.03111, -3.10654], [1.25428, 0.90194, -3.31825], [1.62661, -0.58955, -1.30121], [1.09003, -1.68378, -0.60250], [2.05162, 0.35316, -0.29461], [2.95462, -0.97597, -2.16539], [2.91625, -1.98343, -2.88737], [4.08881, -0.03057, -2.03423], [5.58405, -0.70060, -2.57577], [6.66722, 0.09475, -1.87630], [5.78481, -2.13715, -2.22450], [5.75339, -0.35264, -4.20927], [1.23396, 3.24006, -1.93295], [3.82687, 0.77887, -2.63511], [-3.80081, 0.48264, 4.43316], [-3.48515, -0.71053, 3.55788], [-2.07471, -0.71866, 3.04284], [-2.19950, -1.42876, 1.81644], [-3.47408, -1.22760, 1.37819], [-3.86241, -1.49896, 0.27987], [-4.24648, -0.66973, 2.35264], [-4.82896, 0.42072, 4.80057], [-3.12706, 0.53492, 5.29122], [-3.72862, 1.41464, 3.86641], [-3.72638, -1.64176, 4.08212], [-1.38792, -1.23107, 3.71878], [-1.68341, 0.28094, 2.82765]], "forces_ev_per_angstrom": [[0.0, -0.9, -4.9], [0.5, 1.2, 4.4], [0.0, -2.8, 0.7], [-2.3, 0.6, -1.0], [2.4, 2.0, -2.3], [2.0, -0.6, 2.0], [-1.4, -1.8, -1.3], [1.3, 2.6, 1.8], [-1.0, -1.6, 2.6], [1.4, 0.3, 1.4], [1.1, 2.5, -2.1], [-1.3, -1.5, -2.3], [-0.9, -3.2, -1.7], [0.4, 3.8, 2.8], [-0.9, -1.5, -2.0], [6.6, -0.8, 3.7], [-4.0, -1.2, -3.0], [-2.2, 3.7, -2.2], [-1.1, -0.8, 2.7], [-1.1, 0.2, 0.0], [0.5, -0.2, 0.7], [-0.5, 0.1, 0.0], [-0.1, 0.7, 0.9], [0.6, -0.1, 0.3], [-0.5, 0.0, -0.2], [-0.4, -0.2, -1.0], [0.3, 0.2, 0.8], [0.4, -0.3, -0.5], [0.1, 0.0, 0.0], [0.0, -0.1, -0.1], [0.2, -0.1, 0.0], [0.1, 0.0, -0.1], [0.0, -0.1, -0.2], [-0.1, 0.0, 0.1]]}

5.
{"formula": "C33H52AlF11MgN5O18P2", "method": "the ωB97M-V functional and the def2-TZVPD basis", "homo_ev": -10.0, "orbital_gap_ha": 0.04494, "largest_force_ev_per_a": 7.41, "e_lumo_ev": -8.793, "charge": 1, "symbols": ["C", "P", "C", "C", "C", "N", "C", "C", "C", "F", "C", "C", "C", "N", "N", "N", "C", "C", "O", "C", "F", "F", "C", "F", "F", "C", "F", "F", "C", "O", "O", "C", "C", "O", "O", "H", "H", "H", "H", "H", "H", "H", "H", "H", "H", "H", "H", "H", "H", "H", "H", "H", "H", "H", "H", "H", "H", "H", "C", "C", "N", "H", "H", "H", "C", "C", "O", "O", "H", "H", "H", "Al", "C", "O", "H", "H", "H", "H", "C", "C", "O", "C", "O", "O", "C", "H", "H", "H", "H", "H", "H", "H", "H", "O", "P", "O", "O", "O", "C", "C", "O", "H", "H", "H", "H", "H", "H", "C", "C", "O", "C", "O", "C", "F", "F", "F", "H", "H", "H", "H", "H", "Mg", "F"], "xyz": [[-4.14436, 3.29326, -4.20746], [-4.17066, 3.41581, -2.29819], [-5.94298, 3.53810, -1.63972], [-3.38405, 1.76853, -1.76830], [-1.96871, 1.86577, -1.13782], [-1.20271, 0.71797, -0.68799], [0.13470, 1.00037, -0.07869], [1.36818, 0.83335, -1.10151], [2.69198, 1.34779, -0.33488], [2.95754, 0.45358, 0.79174], [-1.74975, -0.62465, -0.84735], [-0.84086, -1.85579, -0.37976], [-1.10374, -2.34188, 1.13173], [-2.36586, -1.75029, 1.67579], [0.03155, -1.97809, 2.02380], [-1.25416, -3.85049, 1.17784], [-3.17194, -0.87746, -1.46777], [-3.74901, -2.37731, -1.64065], [-4.20368, -2.93982, -0.61888], [-3.63537, -3.01490, -3.10699], [-4.02670, -2.05808, -4.07641], [-2.22375, -3.23414, -3.32487], [-4.33464, -4.44737, -3.29308], [-3.77573, -5.00072, -4.49822], [-3.95515, -5.37358, -2.26010], [-5.91966, -4.40114, -3.51957], [-6.35000, -5.77642, -3.58049], [-6.32215, -3.81792, -4.76690], [-6.75540, -3.71452, -2.32845], [-7.39602, -2.62312, -2.58305], [-6.84488, -4.29756, -1.01546], [-4.04895, 0.34717, -1.93085], [-5.52604, 0.13199, -2.52253], [-5.85575, 0.09621, -3.76287], [-6.58450, 0.00126, -1.58982], [-4.25927, 4.31333, -4.71393], [-3.12134, 2.87709, -4.56198], [-4.94516, 2.55312, -4.54948], [-6.49440, 4.45620, -2.07645], [-5.90503, 3.59747, -0.48695], [-6.61246, 2.63446, -1.91167], [-1.49898, 2.91329, -1.02803], [0.28241, 0.32595, 0.82936], [0.12458, 2.10108, 0.27039], [1.55370, -0.25614, -1.41225], [1.19282, 1.40637, -2.09223], [2.51669, 2.38843, 0.11122], [3.61617, 1.32037, -1.02217], [-1.09569, -2.75359, -1.06674], [0.26933, -1.64401, -0.55492], [-2.16018, -1.29221, 2.58552], [-3.06905, -2.48538, 1.81551], [0.82193, -1.55655, 1.51903], [0.34437, -2.83075, 2.52423], [-1.46530, -4.11914, 2.15400], [-2.02371, -4.14706, 0.54982], [-6.94406, -3.56608, -0.34941], [-6.35656, 0.45323, -0.73867], [-8.76676, -6.66719, 0.47671], [-8.47776, -6.64871, 1.95738], [-8.25110, -6.63494, 3.12369], [-7.83441, -6.58658, -0.09187], [-9.26433, -7.60214, 0.20898], [-9.41592, -5.82824, 0.21461], [4.10611, -2.86930, -3.15778], [3.33526, -1.62390, -3.60377], [3.13339, -0.77049, -2.70977], [3.00582, -1.62103, -4.80791], [4.36589, -2.81474, -2.09950], [3.49516, -3.75957, -3.32029], [5.02685, -2.96040, -3.73714], [-7.59182, 1.17688, -3.56004], [-7.57126, -10.12502, 2.01532], [-7.68653, -9.84799, 0.62639], [-7.15034, -9.25075, 2.51535], [-8.55921, -10.33830, 2.43026], [-6.90974, -10.98091, 2.16558], [-8.06028, -10.63446, 0.20695], [5.05909, 8.72925, 0.97427], [3.92942, 7.87927, 0.42412], [4.43962, 6.72587, -0.25569], [4.83169, 5.71421, 0.53664], [4.78102, 5.69266, 1.74294], [5.31439, 4.73420, -0.24752], [5.84928, 3.62403, 0.47596], [5.77387, 8.97610, 0.18470], [4.67234, 9.65475, 1.40548], [5.61380, 8.19504, 1.74910], [3.36826, 8.45663, -0.31435], [3.22492, 7.58837, 1.20882], [5.12777, 3.23589, 1.19848], [6.77556, 3.91634, 0.97489], [6.07654, 2.83276, -0.24040], [-9.22128, -4.05328, -5.96770], [-9.75750, -4.88771, -4.80229], [-8.92550, -6.16500, -4.65972], [-11.21622, -5.26348, -5.07625], [-9.65582, -4.07616, -3.50969], [10.82258, 4.70907, 0.50879], [9.33845, 4.88772, 0.75475], [8.88795, 3.94647, 1.72026], [11.03454, 3.69592, 0.15732], [11.18401, 5.42312, -0.23520], [11.38739, 4.84929, 1.43458], [8.77567, 4.72475, -0.16749], [9.12005, 5.89693, 1.11878], [9.38564, 4.10433, 2.53532], [9.87447, 1.56772, 7.93393], [8.91060, 2.71498, 7.70096], [9.58489, 3.83219, 7.10187], [9.78511, 3.75739, 5.76997], [9.43929, 2.82610, 5.08410], [10.46759, 5.03146, 5.26399], [11.50259, 5.40853, 6.04149], [9.61728, 6.07902, 5.23174], [10.96238, 4.90395, 4.01431], [10.73141, 1.90097, 8.52477], [9.37911, 0.74887, 8.45954], [10.26832, 1.18394, 6.98992], [8.51455, 3.06277, 8.65741], [8.05613, 2.40711, 7.09163], [-6.29034, -6.00540, 1.52106], [-6.87747, 4.07537, -4.09520]], "forces_ev_per_angstrom": [[0.3, -1.1, -0.7], [0.3, 1.3, -0.6], [-0.8, -0.9, 0.7], [1.0, -3.3, 0.9], [-2.2, -2.0, -0.8], [-4.0, -0.3, -1.9], [1.5, 0.4, 0.3], [0.4, -0.2, 0.3], [-0.3, -0.3, -0.3], [-0.6, 1.1, -1.6], [-1.3, 0.7, -0.6], [-0.6, -0.3, -0.8], [-0.2, -0.8, 0.9], [0.5, 0.4, 0.5], [-0.5, -0.4, -0.7], [0.0, 1.0, -0.7], [0.7, 3.2, -0.3], [-0.1, 0.6, 3.1], [1.4, 1.4, -4.1], [1.9, 0.3, -0.9], [0.5, -2.4, 2.3], [-3.0, 0.6, 0.8], [1.3, -1.7, -2.2], [-1.4, 1.5, 2.9], [-1.2, 2.7, -2.1], [-2.3, -2.3, -1.1], [1.3, 3.1, 0.4], [1.8, -1.3, 3.9], [-3.9, 5.6, -0.7], [4.2, -5.9, 1.7], [0.9, 0.7, -1.4], [3.9, -0.1, 1.5], [-0.3, -0.4, -1.3], [1.9, 0.1, 5.2], [2.7, 0.6, -1.3], [-0.3, -1.5, 1.1], [-1.4, 0.6, 0.9], [1.0, 1.4, 0.2], [1.2, -1.6, 0.2], [0.2, -0.1, -1.7], [0.9, 1.4, 0.4], [-0.8, -2.0, -0.1], [-0.4, 1.1, -1.2], [-0.2, -1.9, -0.5], [-0.3, 1.7, 0.5], [0.3, -0.7, 1.8], [0.4, -1.5, -0.6], [-1.6, 0.0, 1.1], [0.4, 1.6, 1.0], [-1.7, -0.2, 0.2], [-0.2, -0.5, -0.9], [0.5, 0.6, -0.1], [-0.4, -0.6, 0.4], [-0.1, 1.0, -0.6], [0.0, 0.2, -0.9], [0.6, 0.2, 0.7], [-0.2, -0.4, -1.4], [0.0, -0.4, -0.6], [-0.4, 0.0, 1.0], [-0.4, -0.2, 2.2], [0.0, 0.2, -3.8], [-0.1, -0.1, -0.3], [0.2, -0.1, 0.1], [0.1, 0.0, 0.1], [0.8, -1.3, 0.6], [-1.0, 1.8, -0.8], [0.2, -0.6, -0.1], [0.4, -0.4, 0.8], [-0.1, 0.2, -0.1], [0.0, 0.2, -0.2], [-0.2, 0.1, -0.1], [-1.6, 1.7, -1.2], [-0.1, -0.4, -0.1], [-0.1, 0.3, -0.2], [0.0, -0.1, -0.1], [0.1, 0.0, 0.3], [0.0, 0.1, 0.2], [0.1, 0.2, -0.1], [0.3, -0.2, 0.1], [-0.1, 0.6, 0.3], [-0.1, -0.5, 0.1], [0.3, 0.1, -0.1], [-0.1, 0.0, -0.5], [-0.4, 0.4, 0.1], [0.3, -0.4, 0.2], [-0.2, 0.1, 0.0], [0.0, -0.1, -0.1], [-0.2, 0.0, 0.0], [0.1, -0.3, -0.1], [0.2, -0.1, 0.0], [0.1, 0.2, 0.0], [-0.2, -0.1, 0.1], [-0.1, 0.3, -0.1], [-0.7, -0.1, 0.3], [0.2, 0.0, 0.3], [-0.5, 0.2, 0.3], [0.7, 0.0, -0.5], [0.5, -0.3, 0.0], [0.2, 0.0, -0.2], [0.3, 0.0, 0.3], [-0.2, -0.1, 0.1], [-0.1, 0.1, 0.0], [0.0, 0.0, 0.1], [0.0, 0.1, -0.1], [-0.1, -0.1, 0.1], [0.0, 0.1, -0.2], [-0.2, -0.2, -0.2], [0.3, 0.0, -0.2], [-0.3, -0.7, 0.4], [0.3, 0.6, -1.1], [-1.0, -1.5, 1.0], [0.6, 1.2, 0.1], [1.0, 1.7, -0.4], [-0.5, -0.5, -0.1], [-0.1, -0.7, 0.1], [-0.5, -0.5, 0.5], [-0.2, 0.0, 0.1], [0.0, 0.1, 0.0], [-0.2, 0.0, 0.1], [0.2, 0.3, -0.2], [0.2, 0.1, -0.1], [0.4, 0.0, 0.1], [-0.1, -1.2, 0.3]]}